# 1
C2H4O3S | ωB97M-V/def2-TZVPD

Calculated values
Energy above the lowest of the compared OMol25 structures with the same formula, charge and spin in kJ/mol: 248.85
Frontier orbital gap in Eh: 0.337
DFT total energy in Ha: -702.39876
LUMO energy in Ha: 0.00560

```
10
Properties=species:S:1:pos:R:3:nbo_charge:R:1
C 0.88 -0.98 0.52 0.614
C -0.27 -1.04 -0.56 0.248
O 1.85 -1.71 0.63 -0.566
O 0.71 0.08 1.34 -0.700
O -1.35 -1.30 0.04 -0.603
S -0.44 1.95 -1.03 -0.266
H -0.19 2.55 -2.28 0.161
H 1.56 0.21 1.73 0.501
H -1.20 -1.22 1.03 0.482
H -1.54 1.45 -1.43 0.130
```

# 2
C2H6N3 | ωB97M-V/def2-TZVPD

Calculated values
Energy above the lowest of the compared OMol25 structures with the same formula, charge and spin in kJ/mol: 306.69
Total charge: +1
Frontier orbital gap in Eh: 0.367
DFT total energy in Ha: -243.71813
LUMO energy in Ha: -0.15954

```
11
Properties=species:S:1:pos:R:3:nbo_charge:R:1
C 0.63 0.17 0.09 0.369
C -1.51 0.97 0.15 0.356
N -2.30 0.17 -0.18 -0.574
N 0.43 -1.15 0.09 -0.767
N 1.92 0.49 -0.24 -0.769
H -1.62 2.02 0.59 0.270
H -3.12 -0.43 -0.32 0.496
H 1.13 -1.80 -0.11 0.394
H -0.49 -1.60 0.20 0.414
H 2.60 -0.23 -0.06 0.388
H 2.33 1.39 -0.21 0.421
```